A 2-piece molecular cluster, CH2Br2N2O overall. Source: the OMol25 dataset; level of theory: ωB97M-V/def2-TZVPD.

Results
LUMO level (spin up / spin down) (eV): -0.618 / -0.609
Charge: 0
Energy above the lowest of the compared OMol25 structures with the same formula, charge and spin (kJ/mol): 318.5
Spin multiplicity: 1
E_tot (eV): -146177.4790
HOMO (spin up / spin down) (eV): -7.33 / -7.35

Each line ends with the Mulliken charge.
Element x y z (Å)
H: 2.1681 -0.4164 0.6535  0.26
Br: -2.6051 -0.2886 -0.5933  -0.03
C: 0.5732 -0.8527 -0.3220  0.74
H: 0.8688 0.7811 0.5468  0.13
N: 1.3104 -0.0455 0.3215  -0.19
Br: -0.9481 2.1118 -0.2076  -0.13
O: 0.1426 -1.7751 -0.9033  -0.28
N: -1.5099 0.4855 0.5044  -0.51